# 1
Here is 7 unconnected molecules or ions with the total composition C14H28O28S7 from the OMol25 dataset. Energies are from the ωB97M-V functional and the def2-TZVPD basis.

SMILES: O=S1(=O)OCCO1.O=S1(=O)OCCO1.O=S1(=O)OCCO1.O=S1(=O)OCCO1.O=S1(=O)OCCO1.O=S1(=O)OCCO1.O=S1(=O)OCCO1
Molar mass: 868.82 Da
E_tot: -5443.95007 Ha

Cartesian coordinates (Å):
C  -3.0428  -5.3883  4.7406
C  -2.8946  -3.8498  4.9821
O  -2.6415  -3.2154  3.7150
S  -2.8139  -4.1504  2.4432
O  -1.7163  -3.9395  1.5189
O  -4.1545  -4.0713  1.8390
O  -2.8408  -5.6253  3.3686
H  -4.0182  -5.7871  5.0191
H  -2.2553  -5.9051  5.2893
H  -2.0884  -3.6845  5.6969
H  -3.6152  -3.3316  5.6146
C  -2.8839  -1.9780  -5.2886
C  -2.4988  -3.2596  -4.5113
O  -2.5563  -2.7441  -3.1537
S  -3.5822  -1.4651  -2.9204
O  -2.8047  -0.4284  -2.2918
O  -4.8186  -1.8885  -2.3040
O  -3.8221  -1.2111  -4.5090
H  -3.3650  -2.2948  -6.2140
H  -2.1294  -1.3166  -5.7143
H  -1.4615  -3.5531  -4.6721
H  -3.1872  -4.0818  -4.7067
C  1.1109  1.2563  -3.3349
C  -0.2602  1.0825  -3.8783
O  -0.0235  0.1982  -4.9364
S  1.1288  -0.9417  -4.5766
O  2.0663  -0.9690  -5.6933
O  0.7100  -2.2651  -4.0634
O  1.6903  -0.0079  -3.2765
H  1.1313  1.8785  -2.4402
H  1.5921  1.8764  -4.0913
H  -0.7157  1.9883  -4.2783
H  -0.8365  0.6347  -3.0687
C  5.9676  1.8573  -1.4826
C  6.4128  0.5451  -2.2589
O  5.4169  -0.3255  -2.0151
S  4.6103  -0.0717  -0.5039
O  4.9611  -1.0975  0.4686
O  3.2100  0.2840  -0.7783
O  5.5062  1.3126  -0.3080
H  5.0971  2.3479  -1.9181
H  6.7301  2.5961  -1.2361
H  7.4130  0.1734  -2.0364
H  6.4460  0.7537  -3.3283
C  2.3131  4.2758  -0.5550
C  3.0470  3.4219  0.5179
O  3.5401  4.3758  1.5192
S  3.9494  5.7512  0.7585
O  5.2857  5.5621  0.1360
O  3.7230  6.9732  1.6086
O  2.7409  5.6527  -0.3401
H  1.2554  4.1137  -0.3477
H  2.5399  3.9897  -1.5820
H  3.7943  2.8382  -0.0195
H  2.5353  2.5391  0.9012
C  -1.8156  0.8000  4.2189
C  -2.5536  1.6884  5.2906
O  -3.8817  1.2056  5.5569
S  -4.1262  -0.2206  4.7043
O  -4.8890  0.0824  3.4749
O  -4.6193  -1.2485  5.6333
O  -2.5607  -0.4172  4.3272
H  -0.7717  0.5870  4.4489
H  -1.7363  1.2402  3.2249
H  -2.7732  2.6816  4.8988
H  -2.1098  1.8289  6.2762
C  -1.1431  -0.6847  1.1062
C  -0.0946  -0.6553  -0.0445
O  0.1575  0.7528  -0.2912
S  -0.6079  1.7966  0.6600
O  -1.2210  2.9558  -0.0689
O  0.1658  2.0698  1.8499
O  -1.7592  0.6362  1.1059
H  -0.9643  -0.9393  2.1508
H  -1.9149  -1.4204  0.8802
H  -0.5301  -0.9876  -0.9869
H  0.8511  -1.1827  0.0800

***

# 2
Here is 7 unconnected molecules or ions with the total composition C5H22NO8 from the OMol25 dataset. Energies are from the ωB97M-V functional and the def2-TZVPD basis.

Molar mass: 224.23 Da
E_tot: -860.13764 Ha
Total charge: +1

Cartesian coordinates (Å):
O  1.2574  1.6657  -1.1696
C  0.1912  1.3827  -1.6665
O  -0.8181  2.2342  -1.7316
C  -0.0898  0.1432  -2.4400
C  1.0171  -0.9318  -2.4409
C  1.0328  -1.7313  -1.1389
C  2.7715  -0.2582  -0.2177
N  1.8366  -1.0904  -0.0641
H  -0.8361  2.9491  -1.0702
H  -0.3497  0.4670  -3.4471
H  -0.9853  -0.3702  -2.1080
H  0.8458  -1.5417  -3.3052
H  1.9228  -0.3536  -2.5972
H  1.4430  -2.7294  -1.2833
H  0.0148  -1.8518  -0.7771
H  3.4185  -0.0452  0.6307
H  3.0480  0.3030  -1.0947
H  1.4208  -1.2872  0.8607
H  -0.6387  -3.0732  2.4318
H  0.6172  -2.8101  1.7328
O  -0.1632  -3.3494  1.6381
H  -3.0741  -2.3545  1.7007
H  -2.1680  -1.8022  0.4372
O  -2.6528  -1.6490  1.2341
H  -2.8538  1.9333  -0.7380
H  -3.1474  0.8071  -1.7271
O  -3.3204  1.1017  -0.8288
H  0.3987  2.0431  3.3859
H  1.9355  2.3669  3.1072
O  1.1514  1.9015  2.8096
H  -0.2099  3.2534  1.1771
H  -1.7613  3.0380  1.3916
O  -0.9852  2.7726  0.8868
H  0.3004  0.2480  2.3589
H  -0.7405  -0.6822  1.8708
O  0.1706  -0.6993  2.1922

***

# 3
Here is a molecular structure, C47H52N8NaO3PS from the OMol25 dataset. Energies are from the ωB97M-V functional and the def2-TZVPD basis.

Molar mass: 863.02 Da
E_tot: -3387.95038 Ha

Cartesian coordinates (Å):
Na  -0.3574  -0.3465  1.6646
C  -0.2040  -0.0096  4.7920
C  -1.2180  -1.1418  4.9630
C  -0.8651  -1.9982  6.1764
C  -1.3550  -1.9928  3.7129
C  -0.3350  -2.8483  3.2957
C  -0.5163  -3.6875  2.2063
C  -1.7073  -3.7020  1.4859
C  -1.9113  -4.6553  0.3431
C  -2.7025  -2.8079  1.8666
C  -2.5294  -1.9712  2.9608
H  -0.1614  0.6212  5.6796
H  -0.4879  0.6400  3.9593
H  0.7939  -0.4028  4.5919
H  -2.2051  -0.6996  5.1406
H  0.1312  -2.4285  6.0719
H  -1.5721  -2.8167  6.3101
H  -0.8637  -1.3917  7.0821
H  0.6107  -2.8566  3.8215
H  0.2842  -4.3584  1.9178
H  -1.7996  -4.1426  -0.6129
H  -2.9074  -5.0977  0.3814
H  -1.1806  -5.4625  0.3770
H  -3.6332  -2.7764  1.3138
H  -3.3316  -1.3024  3.2528
N  -3.0740  2.4661  0.7679
P  -1.8264  2.1437  1.8823
C  -0.4363  3.2097  1.3566
C  0.7362  3.1598  2.1073
C  1.8585  3.8592  1.7004
C  1.8132  4.6320  0.5465
C  0.6462  4.6943  -0.2012
C  -0.4752  3.9789  0.2004
C  -2.4384  3.0624  3.3328
C  -3.0466  2.3260  4.3457
C  -3.5661  2.9551  5.4676
C  -3.4768  4.3338  5.5852
C  -2.8672  5.0787  4.5836
C  -2.3479  4.4458  3.4654
C  -3.4703  1.5573  -0.1948
C  -4.5087  1.8701  -1.0824
C  -4.8641  0.9261  -2.0174
C  -4.1919  -0.2940  -2.0546
C  -3.1823  -0.4996  -1.1324
N  -2.8211  0.4041  -0.2196
H  -3.6053  3.3246  0.8403
H  0.8019  2.5366  2.9923
H  2.7746  3.7713  2.2688
H  2.6922  5.1730  0.2228
H  0.6099  5.2852  -1.1068
H  -1.3734  3.9993  -0.4038
H  -3.1126  1.2488  4.2544
H  -4.0323  2.3688  6.2477
H  -3.8732  4.8292  6.4612
H  -2.7870  6.1526  4.6791
H  -1.8483  5.0299  2.7008
H  -5.0130  2.8264  -1.0251
H  -5.6642  1.1365  -2.7164
H  -4.4456  -1.0595  -2.7729
H  -2.6158  -1.4228  -1.1102
N  7.1569  -2.9097  -0.9662
C  6.1606  -2.2686  -0.2439
C  5.1060  -2.9952  0.3097
C  4.1414  -2.3557  1.0680
C  4.2072  -0.9840  1.2768
C  5.2604  -0.2565  0.7376
C  6.2303  -0.8930  -0.0138
S  2.9646  -0.1889  2.2381
O  3.5345  1.0405  2.7365
O  2.5235  -1.1802  3.2003
N  1.6918  0.0766  1.3139
C  1.7425  0.7196  0.1167
N  0.5238  0.8120  -0.4720
C  0.4790  1.3165  -1.6868
C  1.6122  1.7528  -2.3560
C  2.7955  1.6718  -1.6399
N  2.8813  1.1779  -0.4143
H  6.9192  -3.8025  -1.3676
H  7.7052  -2.3306  -1.5815
H  5.0532  -4.0656  0.1558
H  3.3354  -2.9219  1.5129
H  5.3038  0.8073  0.9086
H  7.0548  -0.3234  -0.4243
H  -0.5073  1.3792  -2.1414
H  1.5698  2.1635  -3.3530
H  3.7226  2.0322  -2.0741
C  -1.5838  0.6483  -5.2194
C  -0.0902  0.3982  -5.1033
N  0.3518  -0.7894  -5.8256
C  0.3345  -0.7381  -7.2825
C  -0.7576  -1.5989  -7.8918
C  0.9192  -1.8788  -5.2488
O  1.4377  -2.7647  -5.9072
C  0.8747  -1.9578  -3.7530
C  2.0507  -1.9441  -3.0174
C  1.9672  -1.9927  -1.6398
C  0.7084  -2.0763  -1.0587
N  -0.4248  -2.1508  -1.7473
C  -0.3258  -2.0874  -3.0731
H  -1.8664  1.5307  -4.6448
H  -2.1511  -0.1999  -4.8364
H  -1.8857  0.8122  -6.2545
H  0.1951  0.2966  -4.0558
H  0.4675  1.2568  -5.4954
H  1.3111  -1.0566  -7.6518
H  0.2011  0.3102  -7.5561
H  -0.6260  -2.6382  -7.5980
H  -0.7175  -1.5490  -8.9789
H  -1.7445  -1.2666  -7.5718
H  3.0069  -1.8692  -3.5183
H  2.8516  -1.9266  -1.0201
H  0.6394  -1.9842  0.0132
H  -1.2562  -2.1313  -3.6291

***

# 4
Here is 14 unconnected molecules or ions with the total composition C20H46I2N13O30P from the OMol25 dataset. Energies are from the ωB97M-V functional and the def2-TZVPD basis.

Molar mass: 1233.43 Da
E_tot: -4694.22031 Ha

Cartesian coordinates (Å):
C  -4.2809  5.1484  0.3824
C  -3.8959  4.9933  -1.0772
I  -4.4935  6.8831  -1.9777
C  -4.7501  3.9226  -1.7643
C  -4.3378  2.5064  -1.6338
C  -3.4765  1.8219  -0.8727
P  -2.2012  2.5678  0.2073
O  -0.9043  1.7978  -0.4438
I  -2.3392  1.6767  2.4634
C  -3.8446  0.3931  -1.0671
O  -3.7888  -0.3855  -0.2054
O  -4.6130  0.1785  -2.1907
C  -4.8332  1.4798  -2.5948
O  -4.9920  1.7261  -3.7232
H  -4.1396  4.2536  0.9761
H  -3.7724  5.9843  0.8371
H  -5.3390  5.3692  0.4256
H  -2.8517  4.7903  -1.2438
H  -5.6647  3.9411  -1.1663
H  -5.1019  4.1516  -2.7526
H  -0.0999  2.2404  -0.1437
C  2.6799  1.6450  2.2188
N  1.7423  2.7483  2.5259
O  0.8332  2.9491  1.7426
O  1.9327  3.3756  3.5357
H  2.3619  1.1844  1.2905
H  3.6968  2.0456  2.1261
H  2.6252  0.9415  3.0374
C  -0.2454  -1.5989  2.5366
N  1.1595  -2.0193  2.2883
O  2.0432  -1.3158  2.7219
O  1.3446  -3.0426  1.6696
H  -0.2428  -0.6788  3.0959
H  -0.7268  -1.4673  1.5711
H  -0.7189  -2.3932  3.1055
C  1.4826  0.4473  6.7596
N  0.5372  -0.2328  5.8352
O  0.0541  0.4251  4.9397
O  0.3140  -1.4021  6.0343
H  1.5806  1.4815  6.4519
H  1.0685  0.3738  7.7602
H  2.4335  -0.0719  6.6913
C  2.4823  -5.1622  -0.6881
N  3.9012  -5.5316  -0.9217
O  4.7673  -4.8044  -0.4748
O  4.1057  -6.5386  -1.5515
H  2.4537  -4.2456  -0.1115
H  2.0144  -5.0278  -1.6645
H  2.0186  -5.9782  -0.1433
C  -7.6267  6.0086  4.6816
N  -7.1623  5.9684  3.2716
O  -7.3548  4.9548  2.6399
O  -6.6182  6.9623  2.8482
H  -8.0884  5.0620  4.9237
H  -6.7618  6.1846  5.3059
H  -8.3419  6.8224  4.7634
C  -1.4694  10.2919  -0.5487
N  -1.9693  8.9500  -0.1498
O  -1.2387  8.0015  -0.3245
O  -3.0791  8.8987  0.3212
H  -0.4707  10.1816  -0.9521
H  -2.1513  10.6842  -1.2965
H  -1.4646  10.9151  0.3397
C  7.3146  -4.6077  1.7043
N  7.5313  -3.5431  2.7226
O  6.5585  -3.0679  3.2668
O  8.6745  -3.2167  2.9428
H  6.2528  -4.7953  1.6146
H  7.7264  -4.2513  0.7654
H  7.8358  -5.4949  2.0484
C  6.4002  -0.5418  1.8606
N  5.9009  0.8575  1.7706
O  5.3844  1.3431  2.7571
O  6.0311  1.4271  0.7140
H  6.2114  -0.9152  2.8547
H  5.8646  -1.1259  1.1176
H  7.4654  -0.5194  1.6495
C  1.1403  -4.9056  -5.8364
N  1.0388  -5.4293  -4.4480
O  0.3979  -6.4325  -4.2682
O  1.6148  -4.8035  -3.5810
H  0.5842  -5.5577  -6.4901
H  0.7215  -3.9049  -5.8389
H  2.1918  -4.8909  -6.1040
C  -0.4173  -6.1508  -10.0639
N  -0.2424  -5.1053  -9.0227
O  -1.2336  -4.6529  -8.4984
O  0.8909  -4.7703  -8.7668
H  -1.4758  -6.3433  -10.1833
H  0.0174  -5.7682  -10.9822
H  0.1057  -7.0394  -9.7247
C  -4.2849  2.2542  5.6936
N  -5.4145  3.1308  6.0954
O  -5.7292  4.0396  5.3632
O  -5.9499  2.8646  7.1471
H  -3.8804  2.5776  4.7411
H  -3.5332  2.3269  6.4733
H  -4.6764  1.2447  5.6179
C  2.2216  -6.3965  3.0687
N  3.6227  -6.8033  2.7715
O  4.5062  -6.0777  3.1641
O  3.7767  -7.8329  2.1598
H  2.2433  -5.4629  3.6168
H  1.7057  -6.2784  2.1233
H  1.7724  -7.1874  3.6609
C  1.0288  -1.3012  -8.8745
N  1.5949  -1.4754  -10.2398
O  1.3785  -2.5206  -10.8088
O  2.2351  -0.5551  -10.6866
H  0.4857  -2.2001  -8.6086
H  1.8600  -1.1332  -8.1972
H  0.3692  -0.4399  -8.9032

***

no.,highest occupied orbital energy (eV),Kohn-Sham gap (eV)
1,-11.10,11.239
2,-13.81,9.900
3,-7.79,8.013
4,-8.90,8.116